# 1
ORCA calculation (ωB97M-V/def2-TZVPD) on a single C18H14N4O4S molecule.

Structure (XYZ):
```
41
Properties=species:S:1:pos:R:3:mulliken_charge:R:1
S 1.461 -2.892 -3.052 -0.313
O -0.624 4.454 0.336 -0.579
O -2.371 -2.181 -0.068 -0.534
O 2.782 4.903 5.655 -0.545
O 1.623 -0.046 0.876 -0.653
N 1.411 -1.387 -0.925 -0.058
N -0.832 1.842 -0.384 -0.897
N -0.614 -2.416 -1.479 0.359
N -0.255 2.245 0.743 0.309
C -0.599 -0.593 0.143 0.274
C 0.411 5.063 2.928 -0.564
C 0.672 3.873 2.245 0.473
C -1.021 -4.756 -2.056 0.224
C -0.120 3.599 1.021 0.115
C 1.683 3.035 2.710 -0.691
C -3.060 -3.980 -3.771 -0.789
C -1.334 -3.417 -2.219 -0.743
C 2.112 4.546 4.535 0.985
C -1.289 -1.801 -0.432 -0.005
C 0.701 -2.201 -1.777 0.172
C 0.907 -0.651 0.111 0.501
C -1.731 -5.707 -2.766 -0.774
C -2.748 -5.320 -3.622 -0.375
C -2.353 -3.020 -3.068 0.034
C 1.111 5.395 4.065 -0.600
C 2.396 3.372 3.844 -0.648
C -0.993 0.637 -0.700 -0.437
H -2.588 -1.972 -3.177 0.392
H -1.489 -6.752 -2.646 0.371
H 2.412 -1.352 -1.087 0.333
H -0.359 5.715 2.545 0.450
H 3.452 4.242 5.871 0.281
H 0.154 1.572 1.388 0.302
H 3.186 2.721 4.196 0.283
H -0.951 -0.434 1.169 0.605
H 1.953 2.132 2.182 0.596
H -1.446 0.453 -1.661 0.503
H -3.301 -6.066 -4.173 0.396
H -0.227 -5.047 -1.385 0.446
H -3.854 -3.677 -4.436 0.375
H 0.909 6.307 4.604 0.425
```

## Properties
Net charge: 0
SMILES: O=C(N/N=C\[C@@H]1C(=O)NC(=S)N(c2ccccc2)C1=O)c1ccc(O)cc1
Frontier orbital gap (eV): 8.39

---

# 2
ORCA calculation (ωB97M-V/def2-TZVPD) on a molecular structure, C10H24ClDyI2N2P2S.

Structure (XYZ):
```
43
Properties=species:S:1:pos:R:3:mulliken_charge:R:1
Dy -0.963 -0.103 -0.694 0.427
I 0.270 1.980 -2.610 0.222
I -1.843 0.728 -4.014 -0.006
Cl -1.499 -1.708 1.237 -0.448
S 1.470 0.952 -0.010 -0.264
P -2.854 2.118 0.252 0.894
P 0.959 -2.093 -1.879 0.953
N 2.894 0.263 2.150 0.177
N 0.773 0.164 2.535 0.167
C 0.005 -3.650 -2.063 -1.160
C 1.358 -0.631 3.487 -0.474
C -2.636 3.038 1.802 -1.162
C 2.689 -0.626 3.206 -0.284
C -4.478 1.279 0.455 -1.167
C 4.150 0.622 1.537 -0.817
C 1.529 -2.095 -3.635 -1.190
C 2.492 -2.593 -0.949 -1.036
C -3.434 3.473 -0.865 -1.161
C 1.694 0.623 1.650 -0.111
H -2.573 4.019 -1.277 0.339
H 2.263 -2.696 0.125 0.300
H -2.846 2.397 2.680 0.348
H 0.597 -2.116 -4.221 0.369
H 4.966 0.454 2.245 0.361
H 2.144 -2.972 -3.895 0.376
H 3.500 -1.221 3.547 0.480
H 2.926 -3.541 -1.319 0.424
H -3.951 2.966 -1.694 0.342
H 2.062 -1.170 -3.876 0.334
H -0.658 -3.783 -1.200 0.365
H 3.275 -1.816 -1.019 0.229
H 0.764 -1.135 4.229 0.450
H -4.853 1.132 -0.564 0.364
H -0.620 -3.489 -2.948 0.383
H -4.124 4.178 -0.366 0.384
H -4.303 0.294 0.910 0.380
H -3.242 3.957 1.900 0.375
H 4.329 0.002 0.653 0.277
H -5.212 1.854 1.049 0.363
H -0.190 0.446 2.481 0.165
H -1.587 3.363 1.904 0.331
H 0.636 -4.544 -2.214 0.348
H 4.118 1.681 1.279 0.352
```

## Properties
Expectation value of S²: 9.34
Net charge: +2
2S+1: 6
Frontier orbital gap (alpha / beta) (eV): 5.59 / 5.60

---

# 3
ORCA calculation (ωB97M-V/def2-TZVPD) on a single C5H7Cl3 molecule.

Structure (XYZ):
```
15
Properties=species:S:1:pos:R:3:mulliken_charge:R:1
Cl -0.017 2.161 -2.278 -0.175
Cl 2.182 1.267 -0.588 -0.148
Cl -1.848 -0.134 -0.338 -0.220
C -0.118 2.210 0.378 -1.070
C -0.056 -0.169 -0.464 -0.031
C 0.517 1.232 -0.669 0.649
C 0.507 -1.357 0.046 -0.361
C -0.306 -2.596 0.499 -0.757
H -1.280 -2.321 -0.185 0.249
H -0.425 -2.800 1.748 0.245
H -1.160 2.475 -0.028 0.387
H 0.263 -3.523 -0.076 0.238
H -0.386 1.729 1.504 0.243
H 1.499 -1.460 -0.020 0.468
H 0.630 3.286 0.470 0.284
```

## Properties
Net charge: 0
Energy above the lowest of the compared OMol25 structures with the same formula, charge and spin (kcal per mole): 71.8
SMILES: C/C=C(\Cl)C(C)(Cl)Cl
Frontier orbital gap (eV): 9.81

---

# 4
ORCA calculation (ωB97M-V/def2-TZVPD) on 7 unconnected molecules or ions with the total composition C32H83N9O12.

Structure (XYZ):
```
136
Properties=species:S:1:pos:R:3:mulliken_charge:R:1
O -2.343 -2.417 2.826 -0.016
O -1.317 -1.046 -0.953 -0.810
O -0.519 3.908 3.150 -0.150
O 4.212 0.113 -2.328 0.127
O -2.108 3.894 -0.189 -0.400
O 1.302 -2.269 -3.567 0.091
O 3.206 4.058 -1.341 -0.415
O 2.648 -2.193 0.867 -0.145
O -5.771 1.369 4.575 -0.165
O 5.171 -4.770 -3.554 -0.191
O -1.212 -5.673 0.245 -0.756
O -4.409 1.045 -0.594 0.178
N 4.180 0.214 0.404 0.413
N 0.429 -0.091 0.003 1.443
N -1.996 -3.598 -0.360 -0.391
N -1.212 1.220 -0.937 0.355
N -4.453 2.949 2.580 0.053
N 3.065 -3.463 -5.324 -0.037
N 0.080 -4.355 -1.060 -0.177
N -3.898 -0.225 1.996 0.808
N 1.008 2.608 1.211 0.975
C 0.806 -0.947 -3.253 -0.587
C -3.597 -2.233 3.439 -1.065
C -0.738 -0.023 -0.640 -0.539
C 5.441 0.443 -1.732 -0.696
C -5.830 0.802 5.868 -0.973
C -3.905 -0.785 3.361 -0.849
C 2.020 3.426 -0.829 0.315
C -5.900 2.755 4.656 -0.675
C 0.823 -2.709 -4.818 -0.635
C 1.148 2.357 2.649 -0.984
C -4.827 1.318 -1.901 -0.925
C 4.314 -0.542 -3.591 -0.739
C 5.129 1.025 -0.346 -1.007
C -4.923 -0.166 -0.185 -0.854
C 3.600 -1.716 1.814 -0.622
C -1.040 -4.578 -0.330 0.383
C -1.675 5.219 -0.106 -0.668
C 6.299 -5.527 -3.104 -0.867
C 4.720 -0.945 1.111 -0.741
C 4.055 -4.372 -5.755 -0.951
C 3.159 4.278 -2.722 -0.699
C 3.228 -3.109 -0.064 -0.216
C -5.081 -0.387 1.288 -0.436
C 4.492 -5.396 -4.664 -0.539
C 2.225 3.183 0.659 -0.647
C 0.772 3.521 3.595 -1.076
C -0.948 5.087 3.621 -1.089
C -4.182 3.626 1.288 -0.814
C -2.673 3.365 0.986 1.589
C -1.683 -3.560 3.326 -0.861
C -5.704 3.278 3.218 -0.822
C 1.645 -3.877 -5.202 -0.689
H -3.226 -0.221 3.977 0.360
H 5.342 -1.570 0.534 0.381
H -6.341 1.387 6.607 0.471
H -3.074 -0.535 1.496 -0.224
H 1.396 -4.391 -6.129 0.532
H 3.268 -2.969 -4.478 -0.061
H -4.372 -2.839 2.868 0.244
H 1.070 -1.933 -5.516 0.460
H 3.982 -2.587 2.423 0.389
H 0.705 -5.149 -1.257 0.230
H -0.631 5.905 3.003 0.387
H 0.662 -1.035 0.256 -0.095
H -6.871 3.091 4.968 0.421
H 3.939 -3.739 0.477 0.493
H 1.847 2.528 -1.436 0.168
H -4.386 1.966 2.444 -0.172
H -5.740 -1.292 1.379 0.433
H 6.065 -6.553 -2.804 0.347
H 4.758 2.026 -0.340 0.383
H 3.286 -0.745 -3.928 0.085
H 3.029 3.413 -3.420 0.197
H 4.062 4.849 -2.955 0.308
H 1.413 -4.692 -4.484 0.234
H -2.223 1.269 -1.155 -0.036
H 3.687 -2.565 -0.889 0.063
H -2.480 5.963 -0.220 0.301
H 5.968 1.154 -2.409 0.406
H 4.889 -1.458 -3.495 0.293
H 6.134 -0.381 -1.674 0.415
H -4.866 3.247 0.501 0.034
H -4.275 2.165 -2.395 0.246
H -0.270 -2.917 -4.874 0.290
H -5.175 3.238 5.297 0.428
H -2.647 2.322 0.856 -0.422
H -5.907 1.687 -1.883 0.222
H -6.581 3.007 2.602 0.335
H -0.883 1.982 -0.380 -0.157
H 3.011 -1.029 2.518 0.150
H 4.986 -3.822 -6.038 0.301
H 6.694 -5.054 -2.199 0.194
H 0.783 3.221 4.640 0.436
H 0.085 -3.543 -1.678 0.037
H 1.569 -0.519 -2.562 -0.136
H -2.600 -3.804 0.404 0.265
H 4.775 0.117 -4.380 0.244
H -4.337 -0.991 -0.701 0.253
H -2.294 -4.494 3.162 0.355
H -1.562 -2.646 -0.445 0.429
H 0.800 0.631 0.582 -0.504
H -4.744 0.366 -2.467 0.343
H -0.730 -3.698 2.832 0.143
H -5.813 0.419 1.722 0.058
H 3.756 -4.837 -6.681 0.476
H 6.092 1.035 0.180 0.446
H 3.002 2.427 0.728 -0.095
H 2.615 4.038 1.236 0.292
H 5.095 -6.190 -5.040 0.590
H 0.854 -0.378 -4.216 0.484
H -2.174 3.657 1.916 -0.678
H -1.463 -3.451 4.436 0.302
H 0.158 3.146 1.087 -0.423
H -1.208 5.382 0.875 0.145
H -5.952 -0.195 -0.605 0.471
H 3.639 -5.872 -4.170 0.247
H -6.361 -0.178 5.928 0.252
H -0.551 5.242 4.666 0.444
H 2.424 -3.681 -0.542 -0.221
H 0.482 1.517 2.894 0.278
H -0.185 -0.912 -2.830 0.208
H 1.519 4.288 3.553 0.517
H 5.468 -0.523 1.799 0.452
H 1.132 4.125 -0.961 0.059
H -1.011 5.435 -0.956 0.266
H 2.392 4.969 -3.035 0.341
H -3.656 -2.508 4.447 0.597
H 2.151 2.010 2.745 0.667
H -4.740 0.553 6.216 0.276
H -4.486 4.675 1.388 0.745
H 7.044 -5.569 -3.905 0.348
H -2.062 5.085 3.756 0.135
H -5.767 4.379 3.234 0.420
H -4.898 -0.580 3.714 0.455
H 3.273 0.035 -0.094 -0.273
```

## Properties
Net charge: 0
Energy above the lowest of the compared OMol25 structures with the same formula, charge and spin (kcal per mole): 5.5
SMILES: COCCNCCOC.COCCNCCOC.COCCNCCOC.COCCNCCOC.COCCNCCOC.NC(N)=O.NC(N)=O
Frontier orbital gap (eV): 9.07

---

Copy entry 1 word for word.
ORCA calculation (ωB97M-V/def2-TZVPD) on a single C18H14N4O4S molecule.

Structure (XYZ):
```
41
Properties=species:S:1:pos:R:3:mulliken_charge:R:1
S 1.461 -2.892 -3.052 -0.313
O -0.624 4.454 0.336 -0.579
O -2.371 -2.181 -0.068 -0.534
O 2.782 4.903 5.655 -0.545
O 1.623 -0.046 0.876 -0.653
N 1.411 -1.387 -0.925 -0.058
N -0.832 1.842 -0.384 -0.897
N -0.614 -2.416 -1.479 0.359
N -0.255 2.245 0.743 0.309
C -0.599 -0.593 0.143 0.274
C 0.411 5.063 2.928 -0.564
C 0.672 3.873 2.245 0.473
C -1.021 -4.756 -2.056 0.224
C -0.120 3.599 1.021 0.115
C 1.683 3.035 2.710 -0.691
C -3.060 -3.980 -3.771 -0.789
C -1.334 -3.417 -2.219 -0.743
C 2.112 4.546 4.535 0.985
C -1.289 -1.801 -0.432 -0.005
C 0.701 -2.201 -1.777 0.172
C 0.907 -0.651 0.111 0.501
C -1.731 -5.707 -2.766 -0.774
C -2.748 -5.320 -3.622 -0.375
C -2.353 -3.020 -3.068 0.034
C 1.111 5.395 4.065 -0.600
C 2.396 3.372 3.844 -0.648
C -0.993 0.637 -0.700 -0.437
H -2.588 -1.972 -3.177 0.392
H -1.489 -6.752 -2.646 0.371
H 2.412 -1.352 -1.087 0.333
H -0.359 5.715 2.545 0.450
H 3.452 4.242 5.871 0.281
H 0.154 1.572 1.388 0.302
H 3.186 2.721 4.196 0.283
H -0.951 -0.434 1.169 0.605
H 1.953 2.132 2.182 0.596
H -1.446 0.453 -1.661 0.503
H -3.301 -6.066 -4.173 0.396
H -0.227 -5.047 -1.385 0.446
H -3.854 -3.677 -4.436 0.375
H 0.909 6.307 4.604 0.425
```

## Properties
Net charge: 0
SMILES: O=C(N/N=C\[C@@H]1C(=O)NC(=S)N(c2ccccc2)C1=O)c1ccc(O)cc1
Frontier orbital gap (eV): 8.39

---

> Which value of net charge does entry 4 give?

0

---

> net charge of number 4 (C32H83N9O12)?

0

---

> What is the formula in the fourth record?

C32H83N9O12